(1)
Formula: C29H36N6O2
Source: the Open Molecules 2025 dataset
Level of theory: the ωB97M-V functional and the def2-TZVPD basis

Each line ends with the Mulliken charge.
Geometry (Å):
C 5.44 2.74 -3.08  -1.7852
H 6.00 3.68 -3.10  0.4300
C 4.46 2.73 -1.92  0.6880
C 5.17 2.90 -0.58  -1.0138
C 4.17 2.83 0.57  -0.5864
N 3.48 1.55 0.56  0.3356
C 2.72 1.41 -0.67  -0.2130
C 3.67 1.42 -1.87  -1.1689
H 3.09 1.29 -2.79  0.3639
H 4.36 0.58 -1.78  0.3038
H 2.19 0.45 -0.63  0.2389
H 1.97 2.21 -0.79  0.1488
C 2.68 1.33 1.75  0.4511
H 2.18 2.26 2.08  0.2005
C 3.53 0.77 2.88  -0.7017
C 2.71 0.52 4.14  -0.9835
N 1.64 -0.43 3.93  -0.1329
C 0.35 -0.12 4.12  0.5493
O -0.03 0.96 4.53  -0.7033
C -0.64 -1.25 3.83  -1.1375
H -1.14 -1.49 4.77  0.4866
H -0.13 -2.13 3.44  0.3399
C -1.68 -0.75 2.82  -1.0352
C -1.08 -0.67 1.47  0.4671
N 0.11 -1.10 1.18  -0.5664
N 0.36 -0.91 -0.13  -0.4040
C -0.70 -0.35 -0.63  0.1329
N -0.88 0.03 -1.93  0.1954
C -2.03 0.66 -2.35  0.2307
O -2.18 0.97 -3.52  -0.7107
C -3.04 0.89 -1.31  -0.0292
C -4.23 1.51 -1.68  -0.6307
C -5.25 1.69 -0.77  -0.7244
C -5.09 1.24 0.53  -0.7224
C -3.92 0.62 0.93  -0.6691
C -2.88 0.44 0.01  1.5627
N -1.67 -0.16 0.33  0.6497
H -3.82 0.27 1.94  0.3418
H -5.88 1.37 1.25  0.4449
H -6.16 2.18 -1.06  0.4173
H -4.32 1.84 -2.71  0.5061
C 0.06 -0.48 -2.91  -0.9419
H 1.01 -0.65 -2.40  0.3006
H 0.17 0.27 -3.69  0.5426
C -0.48 -1.79 -3.51  -1.2431
C -0.92 -2.70 -2.40  0.4141
C -2.23 -2.67 -1.96  0.0062
C -2.62 -3.40 -0.84  -0.8083
C -1.70 -4.17 -0.16  -0.4883
C -0.39 -4.22 -0.61  -0.6647
C 0.00 -3.49 -1.72  -0.2734
H 1.03 -3.52 -2.05  0.4059
H 0.34 -4.82 -0.08  0.3971
H -2.00 -4.72 0.71  0.4380
H -3.65 -3.35 -0.51  0.4301
H -2.96 -2.07 -2.48  0.4711
H -1.32 -1.56 -4.17  0.3614
H 0.32 -2.25 -4.10  0.5387
H -2.54 -1.43 2.80  0.5953
H -2.01 0.24 3.15  0.4848
H 1.87 -1.28 3.43  0.2826
H 2.24 1.44 4.48  0.4229
H 3.37 0.14 4.94  0.3260
H 4.34 1.46 3.13  0.3679
H 3.99 -0.16 2.54  0.3134
H 1.90 0.60 1.51  -0.7015
H 4.70 2.93 1.52  0.3722
H 3.46 3.67 0.49  0.3719
H 5.70 3.85 -0.55  0.3959
H 5.90 2.10 -0.46  0.3149
H 3.75 3.56 -2.05  0.2315
H 6.16 1.92 -2.98  0.3594
H 4.92 2.62 -4.03  0.4103

Properties
- Relative energy (zero: lowest compared OMol25 entry of this formula, charge and spin): 5.9 kcal/mol
- Gap between HOMO and LUMO: 8.4 eV
- LUMO energy: 0.12 eV
- SMILES: CC1CCN(CCCNC(=O)CCc2nnc3n(CCc4ccccc4)c(=O)c4ccccc4n23)CC1
- E_HOMO: -8.26 eV
- Total energy: -43695.2364 eV

---

(2)
Formula: C11H15N3O
Source: the Open Molecules 2025 dataset
Level of theory: the ωB97M-V functional and the def2-TZVPD basis

Each line ends with the Mulliken charge.
Geometry (Å):
C 0.36 -1.15 -1.53  -1.3159
H 0.99 -0.44 -2.24  0.3255
H 1.16 -1.47 -0.91  0.3651
H 0.01 -1.99 -2.27  0.3563
C -0.87 -0.68 -1.09  -0.1556
N -0.76 0.78 -0.42  0.0399
C 0.32 1.35 0.14  0.7615
O 0.40 2.67 0.20  -0.7313
C 1.64 0.74 -0.01  0.1132
N 1.78 -0.32 0.96  -0.0125
C 2.86 -0.63 1.22  -0.1675
C 3.96 -0.30 0.44  0.0152
N 4.04 0.41 -0.46  -0.3765
C 2.87 1.24 -0.52  -0.6333
H 2.81 1.96 -1.39  0.3352
H 4.96 -0.88 0.84  0.2065
H 2.98 -1.79 1.98  0.1904
C -2.02 1.44 -0.08  -0.9709
H -2.53 1.57 -1.10  0.4058
C -2.65 0.80 1.14  -0.7326
C -2.82 -0.74 0.60  -1.8080
C -1.56 -1.23 0.39  -0.2420
H -0.72 -1.18 1.10  0.3440
H -1.64 -2.31 0.10  0.3210
H -3.14 -1.10 1.33  0.8106
H -3.43 -0.83 -0.11  0.6129
H -1.96 0.68 1.89  0.4142
H -3.55 1.35 1.22  0.4176
H -1.87 2.50 0.21  0.3516
H -1.65 -0.46 -1.63  0.7598

Properties
- Relative energy (zero: lowest compared OMol25 entry of this formula, charge and spin): 255.2 kcal/mol
- Gap between HOMO and LUMO: 8.6 eV
- LUMO energy: 0.22 eV
- E_HOMO: -8.40 eV
- Total energy: -18157.7955 eV

---

(3)
Formula: CH5NO2Si
Source: the Open Molecules 2025 dataset
Level of theory: the ωB97M-V functional and the def2-TZVPD basis

Each line ends with the Mulliken charge.
Geometry (Å):
C 0.32 -0.43 0.59  -0.6991
N -1.08 -0.61 0.82  0.8016
O -1.77 0.39 0.72  -0.5037
O -1.50 -1.79 0.92  -0.5342
Si 0.60 0.77 -1.03  0.4937
H 0.94 0.06 1.38  0.3011
H 0.65 -1.47 0.51  0.3727
H -0.57 1.67 -1.01  -0.0627
H 1.81 1.28 -0.49  -0.0975
H 0.61 0.14 -2.41  -0.0718

Properties
- Relative energy (zero: lowest compared OMol25 entry of this formula, charge and spin): 51.7 kcal/mol
- Gap between HOMO and LUMO: 10.7 eV
- LUMO energy: -0.09 eV
- SMILES: O=[N+]([O-])C[SiH3]
- E_HOMO: -10.78 eV
- Total energy: -14576.7055 eV

---

(4)
Formula: C35H55N7O2
Source: the Open Molecules 2025 dataset
Level of theory: the ωB97M-V functional and the def2-TZVPD basis

Each line ends with the Mulliken charge.
Geometry (Å):
C -1.20 4.48 -2.37  -1.2233
C -1.58 4.08 -0.91  0.5547
C -1.00 5.09 0.14  -0.8710
C -1.44 4.71 1.60  -0.6125
C -0.15 4.23 2.36  -0.8695
O 0.11 2.91 1.90  -0.1166
C 1.44 2.73 1.46  -0.5472
C 1.82 1.20 1.64  -0.3838
O 0.71 0.40 1.96  -0.3735
C -0.03 0.04 0.81  -0.1842
C 0.66 -1.10 -0.01  -0.0819
C -0.23 -1.62 -1.18  -0.7232
C 0.19 -1.13 -2.60  -0.6166
N 1.63 -1.21 -2.88  -0.4704
H -0.36 3.88 -2.74  0.3049
H -2.07 4.31 -3.03  0.3369
H -0.92 5.55 -2.43  0.3399
H -2.67 4.03 -0.74  0.2891
H -1.16 3.08 -0.65  -0.5925
H 0.10 5.11 0.06  0.3724
H -1.37 6.09 -0.15  0.4973
H -1.94 5.53 2.14  0.3649
H -2.08 3.81 1.54  0.3138
H -0.47 4.13 3.42  0.3240
H 0.68 4.94 2.22  0.4514
H 2.17 3.32 2.06  0.4060
H 1.59 3.02 0.40  0.3044
H 2.43 0.82 0.80  0.1948
H 2.49 1.16 2.53  0.3834
H -0.98 -0.39 1.18  0.2460
H -0.30 0.93 0.20  -0.1095
H 1.66 -0.76 -0.33  0.1410
H 0.81 -1.93 0.70  0.2060
H -0.23 -2.73 -1.15  0.3725
H -1.30 -1.33 -1.05  0.3209
H -0.15 -0.09 -2.77  0.2888
H -0.32 -1.80 -3.33  0.2510
H 2.01 -0.31 -3.13  0.2084
H 2.16 -1.66 -2.14  0.3201
N 3.34 -3.37 -4.29  0.0589
C 4.67 -3.29 -4.57  -0.5215
C 5.21 -4.55 -4.47  -0.5954
C 4.15 -5.42 -4.10  -0.4026
C 3.01 -4.66 -4.00  -0.7857
H 2.69 -2.59 -4.28  0.2725
H 5.12 -2.34 -4.83  0.3872
H 6.24 -4.81 -4.63  0.4049
H 4.22 -6.48 -3.93  0.6465
H 2.00 -4.94 -3.75  0.5155
N 1.63 2.80 5.37  0.1314
C 1.93 1.93 6.38  -0.4754
C 2.53 2.64 7.39  -0.4646
C 2.60 3.99 6.97  -0.7862
C 2.03 4.06 5.72  -0.3477
H 1.19 2.56 4.50  0.1640
H 1.69 0.89 6.29  0.3990
H 2.88 2.23 8.32  0.3950
H 3.01 4.82 7.52  0.4138
H 1.88 4.90 5.06  0.5274
N -6.84 4.45 0.61  0.0279
C -5.98 5.40 0.14  -0.6714
C -5.10 5.71 1.14  -0.2178
C -5.43 4.91 2.26  -0.3867
C -6.51 4.14 1.91  -0.5961
H -7.59 4.04 0.10  0.1861
H -6.08 5.78 -0.87  0.3943
H -4.30 6.44 1.08  0.4649
H -4.94 4.90 3.22  0.4217
H -7.07 3.40 2.46  0.3904
N 2.15 -7.58 -5.82  0.0297
C 0.95 -8.23 -5.84  -0.7468
C 1.20 -9.57 -5.65  -0.6940
C 2.60 -9.72 -5.50  -0.4899
C 3.16 -8.48 -5.61  -0.5367
H 2.27 -6.59 -5.94  0.2594
H 0.03 -7.70 -5.99  0.4024
H 0.45 -10.35 -5.62  0.8258
H 3.13 -10.64 -5.34  0.4176
H 4.18 -8.15 -5.56  0.4914
N -0.43 -10.37 -2.96  0.1169
C -1.10 -11.55 -2.81  -0.3768
C -1.94 -11.43 -1.74  -0.5202
C -1.78 -10.12 -1.22  -0.5900
C -0.84 -9.49 -2.00  -0.3406
H 0.26 -10.17 -3.67  0.2715
H -0.91 -12.38 -3.48  0.3376
H -2.60 -12.20 -1.36  0.3826
H -2.29 -9.69 -0.38  0.3808
H -0.44 -8.49 -1.96  0.3862
N -0.40 7.28 5.08  0.0796
C -0.43 8.18 4.06  -0.3794
C -1.39 9.11 4.34  -0.5623
C -1.96 8.76 5.60  -0.5541
C -1.32 7.63 6.03  -0.4427
H 0.21 6.48 5.14  0.2841
H 0.23 8.08 3.21  0.4016
H -1.66 9.95 3.73  0.4069
H -2.74 9.28 6.12  0.4033
H -1.44 7.04 6.92  0.3891

Properties
- Gap between HOMO and LUMO: 8.4 eV
- LUMO energy: 0.36 eV
- SMILES: CCCCCOCCOCCCCN.c1cc[nH]c1.c1cc[nH]c1.c1cc[nH]c1.c1cc[nH]c1.c1cc[nH]c1.c1cc[nH]c1
- E_HOMO: -8.02 eV
- Total energy: -51709.7570 eV

---

(5)
Formula: C2H4O4S
Source: the Open Molecules 2025 dataset
Level of theory: the ωB97M-V functional and the def2-TZVPD basis

Each line ends with the Mulliken charge.
Geometry (Å):
C 0.57 -0.32 0.97  0.0837
C 0.11 -1.45 0.21  -0.0925
O -2.02 1.72 -0.75  -0.5969
O 2.45 0.16 -1.09  -0.4608
O 1.89 -0.31 1.38  -0.3126
O -0.99 -1.90 0.16  -0.4323
S 1.84 0.74 0.08  0.5550
H -0.05 0.33 1.55  0.4615
H 1.03 -1.84 -0.46  0.1990
H -2.16 0.78 -0.75  0.3122
H -2.66 2.09 -1.29  0.2837

Properties
- Relative energy (zero: lowest compared OMol25 entry of this formula, charge and spin): 50.0 kcal/mol
- Gap between HOMO and LUMO: 9.8 eV
- LUMO energy: -0.46 eV
- E_HOMO: -10.26 eV
- Total energy: -21161.2878 eV

---

(6)
Formula: C40H48AlN2OPS4
Source: the Open Molecules 2025 dataset
Level of theory: the ωB97M-V functional and the def2-TZVPD basis

Each line ends with the Mulliken charge.
Geometry (Å):
Al 0.14 0.43 1.17  -1.1420
C 0.76 0.59 -1.74  -0.4373
C 0.98 2.07 -1.42  -1.0167
N 0.50 2.34 -0.06  0.0539
C 1.28 3.34 0.67  -0.6379
C 2.61 2.75 1.14  -0.6951
S 2.30 1.21 2.06  -0.1725
C 3.10 -0.07 1.06  1.2128
C 2.64 -0.22 -0.38  -1.1267
N 1.16 -0.20 -0.55  1.7512
H 1.33 0.30 -2.62  0.4075
H -0.30 0.40 -1.93  -0.0166
H 0.49 2.69 -2.17  0.4495
H 2.05 2.30 -1.45  0.4083
H -0.48 2.61 -0.07  0.3854
H 0.70 3.64 1.53  0.0639
H 1.48 4.23 0.06  0.4720
H 3.11 3.43 1.82  0.5998
H 3.29 2.53 0.32  0.3301
H 2.88 -0.98 1.61  -1.5472
H 4.18 0.07 1.09  0.8881
H 3.04 -1.16 -0.76  0.3802
H 3.05 0.58 -1.00  0.4605
H 0.80 -1.16 -0.65  -0.5543
O -1.29 1.38 1.43  -0.3204
C -2.24 0.86 2.35  2.1937
C -3.54 0.76 1.55  -1.0173
C -3.63 0.60 0.20  -0.1342
C -4.97 0.49 -0.27  -0.8009
C -5.88 0.58 0.74  -0.4432
S -5.12 0.80 2.25  -0.0500
C -1.74 -0.55 2.89  1.7015
C -1.60 -0.79 4.40  -0.7981
C -1.50 -2.09 4.62  -1.8818
C -1.56 -2.84 3.29  0.3730
S -2.89 -1.95 2.43  -0.5264
C -2.40 1.90 3.46  -0.5472
C -3.13 1.87 4.61  -0.3572
C -3.07 3.09 5.34  -0.8794
C -2.28 4.02 4.74  -0.6009
S -1.63 3.43 3.27  -0.2118
H -2.76 0.53 -0.44  0.2725
H -5.24 0.35 -1.31  0.4388
H -6.96 0.52 0.68  0.4597
H -1.47 0.00 5.12  0.5892
H -1.33 -2.58 5.57  0.4163
H -1.71 -3.91 3.37  1.0161
H -3.69 1.01 4.93  0.6249
H -3.58 3.26 6.28  0.4337
H -2.05 5.02 5.07  0.4611
C -0.37 -1.03 2.26  -0.1547
C -0.27 -2.39 2.55  -1.1039
C 0.78 -3.32 2.39  0.2831
C 0.45 -4.72 2.08  0.5229
C -0.70 -5.03 1.33  -0.0508
C -1.08 -6.33 1.07  -1.0065
C -0.31 -7.40 1.53  -0.6794
C 0.84 -7.12 2.26  -0.7070
C 1.21 -5.81 2.54  -0.3842
C 2.17 -2.99 2.71  -0.6839
C 3.27 -3.52 2.01  0.7290
C 4.58 -3.25 2.40  -1.0866
C 4.85 -2.45 3.50  -0.6165
C 3.77 -1.93 4.22  -0.7143
C 2.47 -2.18 3.83  0.0890
H -1.31 -4.20 0.97  0.5444
H -1.99 -6.53 0.50  0.4145
H -0.61 -8.42 1.32  0.4064
H 1.44 -7.94 2.64  0.4149
H 2.09 -5.62 3.13  0.4415
H 3.08 -4.16 1.16  0.4936
H 5.40 -3.68 1.83  0.3864
H 5.87 -2.25 3.81  0.3864
H 3.95 -1.32 5.10  0.4286
H 1.64 -1.78 4.41  0.3251
C -1.67 -2.09 -5.27  -1.3600
C -1.19 -1.34 -4.04  -0.6403
P -1.52 -2.08 -2.37  1.1743
C -3.23 -2.73 -2.61  -0.9287
C -3.85 -3.27 -1.32  -0.9243
C -0.54 -3.64 -2.49  -1.1284
C 0.88 -3.49 -1.94  -0.6625
H -1.37 -1.57 -6.18  0.4272
H -2.76 -2.17 -5.29  0.3006
H -1.26 -3.10 -5.32  0.3012
H -1.64 -0.34 -4.01  0.4123
H -0.11 -1.18 -4.10  0.2454
H -3.21 -3.51 -3.38  0.4919
H -3.83 -1.90 -3.00  0.5084
H -3.34 -4.17 -0.98  0.1786
H -4.90 -3.53 -1.48  0.4379
H -3.80 -2.53 -0.52  0.0826
H -0.53 -3.99 -3.53  0.4598
H -1.07 -4.39 -1.91  0.4170
H 1.44 -2.72 -2.48  0.2790
H 1.44 -4.43 -2.03  0.5100
H 0.85 -3.25 -0.87  -0.1889

Properties
- Relative energy (zero: lowest compared OMol25 entry of this formula, charge and spin): 0.0 kcal/mol
- Gap between HOMO and LUMO: 4.7 eV
- LUMO energy: -0.14 eV
- E_HOMO: -4.84 eV
- Total energy: -106513.4886 eV